{
  "formula": "C36H61ClIN12O2P2",
  "method": "ωB97M-V/def2-TZVPD",
  "homo_energy_ev": -10.41,
  "lumo_ev": -4.6,
  "multiplicity": 1,
  "charge": 1,
  "elements": ["C", "C", "O", "O", "C", "C", "C", "C", "C", "C", "C", "C", "P", "Cl", "I", "P", "C", "C", "H", "H", "H", "H", "H", "H", "H", "H", "H", "H", "H", "H", "H", "H", "H", "H", "H", "H", "H", "H", "H", "H", "H", "H", "H", "C", "C", "N", "H", "H", "H", "C", "C", "N", "H", "H", "H", "C", "C", "N", "H", "H", "H", "C", "C", "N", "H", "H", "H", "C", "C", "N", "H", "H", "H", "C", "C", "N", "H", "H", "H", "C", "C", "N", "H", "H", "H", "C", "C", "N", "H", "H", "H", "C", "C", "N", "H", "H", "H", "C", "C", "N", "H", "H", "H", "C", "C", "N", "H", "H", "H", "C", "C", "N", "H", "H", "H"],
  "positions_angstrom": [[-2.7532, -0.1191, -1.2880], [-1.4632, -0.8826, -0.6377], [-0.3571, -0.1984, -0.6010], [-1.4633, -2.2520, -0.1602], [-1.4862, -2.2945, 1.3182], [-0.4477, -3.4390, 1.8972], [-0.0003, -2.9503, 3.3993], [1.5151, -2.3109, 3.4027], [1.5284, -0.7009, 3.2342], [2.2879, -0.2072, 1.8598], [2.6338, 1.3709, 1.9927], [1.7914, 2.3298, 0.9763], [0.5371, 3.4398, 1.8575], [1.3309, 4.1195, 3.7334], [-1.5353, 2.2034, 2.4537], [-0.0327, 5.2365, 0.7750], [0.3090, 5.1230, -1.0883], [-1.8451, 5.7264, 1.0912], [-2.4299, 0.9684, -1.5627], [-2.9853, -0.6552, -2.2854], [-3.6558, -0.1356, -0.5707], [-2.5400, -2.6162, 1.7194], [-1.2272, -1.2479, 1.7775], [-0.9849, -4.4704, 1.9765], [0.4566, -3.5894, 1.1901], [-0.0724, -3.8537, 4.1357], [-0.7870, -2.1770, 3.7772], [2.1927, -2.8798, 2.6625], [1.9315, -2.5475, 4.4714], [0.4736, -0.2105, 3.2903], [2.1322, -0.2654, 4.1351], [3.3111, -0.7726, 1.7864], [1.6907, -0.4988, 0.9166], [3.7677, 1.4892, 1.7318], [2.5347, 1.6509, 3.1070], [1.3320, 1.7156, 0.0885], [2.5834, 3.0363, 0.4784], [-0.6554, 5.5323, -1.6252], [1.1478, 5.9090, -1.3188], [0.6133, 4.0819, -1.4764], [-2.1311, 6.5414, 0.2995], [-1.9024, 6.1757, 2.1675], [-2.5446, 4.8163, 0.9496], [-0.8647, -6.4473, -1.3477], [-0.9870, -5.0476, -0.9212], [-1.0843, -3.9408, -0.5837], [-1.7257, -7.0421, -1.0297], [-0.7959, -6.5336, -2.4368], [0.0280, -6.9199, -0.9284], [-3.6408, -6.4430, -4.1219], [-3.8158, -7.2174, -2.8875], [-3.9533, -7.8262, -1.9165], [-3.3306, -5.4151, -3.9127], [-2.8811, -6.8842, -4.7701], [-4.5682, -6.3898, -4.6994], [1.9206, -7.2022, 1.6703], [1.8938, -6.2145, 2.7558], [1.8732, -5.4373, 3.6092], [2.6223, -6.9149, 0.8815], [2.2242, -8.1890, 2.0308], [0.9377, -7.3156, 1.2046], [-2.1845, 8.8727, -2.4472], [-2.1707, 7.4503, -2.8097], [-2.1586, 6.3312, -3.0954], [-2.8446, 9.0654, -1.5967], [-1.1876, 9.2278, -2.1713], [-2.5328, 9.4959, -3.2754], [1.3492, 4.9650, -4.8047], [1.2072, 6.3788, -4.4365], [1.0955, 7.4905, -4.1468], [0.4948, 4.3726, -4.4647], [1.4223, 4.8362, -5.8881], [2.2469, 4.5220, -4.3643], [4.0636, -2.5028, -0.4275], [4.1031, -3.9691, -0.4896], [4.1335, -5.1222, -0.5388], [4.9735, -2.0928, 0.0210], [3.9650, -2.0591, -1.4224], [3.2198, -2.1478, 0.1701], [-7.0609, -1.3114, 0.2138], [-6.6819, -0.7634, -1.0946], [-6.3837, -0.3328, -2.1238], [-6.9274, -2.3965, 0.2501], [-6.4580, -0.8839, 1.0201], [-8.1103, -1.1055, 0.4495], [3.2292, 8.6203, -1.3481], [3.2050, 9.6288, -0.2814], [3.1854, 10.4212, 0.5575], [3.9246, 8.8941, -2.1464], [3.5389, 7.6415, -0.9707], [2.2441, 8.4939, -1.8063], [8.2274, -1.1639, -1.9703], [7.6293, -1.3873, -0.6483], [7.1593, -1.5635, 0.3913], [8.9767, -1.9244, -2.2070], [7.4748, -1.1924, -2.7631], [8.7234, -0.1910, -2.0288], [-9.0516, -1.4729, 4.2219], [-9.3651, -1.0922, 2.8392], [-9.6121, -0.7925, 1.7520], [-8.1585, -2.1022, 4.2739], [-8.8676, -0.5964, 4.8493], [-9.8704, -2.0339, 4.6808], [3.8850, 4.1475, 6.2715], [4.9750, 4.7840, 7.0212], [5.8316, 5.2845, 7.6103], [3.7122, 3.1204, 6.6052], [2.9428, 4.6898, 6.3914], [4.1020, 4.1078, 5.2002], [-0.3204, -5.6557, -6.6801], [-0.4961, -6.4294, -5.4452], [-0.6345, -7.0383, -4.4740], [-0.0097, -4.6282, -6.4709], [0.4406, -6.0989, -7.3283], [-1.2475, -5.6028, -7.2578]],
  "forces_ev_per_angstrom": [[1.0, -0.8, -0.3], [3.1, 2.8, 0.9], [-4.4, -3.0, -0.1], [-2.6, 10.9, 1.5], [0.3, -0.7, 1.4], [-0.3, 0.5, 0.7], [0.0, -0.5, -0.5], [-1.0, -0.3, 1.5], [0.9, 0.2, -0.4], [0.3, -0.4, 1.0], [0.7, -0.8, -0.4], [1.7, -0.1, -0.4], [-0.5, -0.8, 0.4], [-0.8, -0.8, -2.1], [1.2, 0.3, -0.1], [0.3, 1.6, -0.4], [-0.1, 0.5, -1.0], [-0.6, -0.3, 0.0], [-0.5, -2.1, 0.8], [0.0, 0.8, 1.7], [1.4, -0.1, -1.3], [1.7, 0.8, -1.0], [-0.3, -2.0, -1.0], [0.9, 2.0, -0.2], [-1.5, 0.5, 1.4], [0.4, 1.7, -1.5], [1.5, -1.1, -0.6], [-1.2, 1.1, 1.0], [-0.6, 0.4, -2.1], [1.7, -1.0, -0.2], [-1.0, -0.7, -1.7], [-1.9, 1.1, 0.3], [0.7, 0.7, 1.5], [-2.2, 0.1, 0.4], [0.0, -0.2, -1.9], [0.2, 1.2, 1.9], [-1.7, -0.9, 1.0], [1.8, -1.1, 0.9], [-1.5, -1.6, 0.6], [-0.6, 1.7, 0.6], [0.8, -1.5, 1.5], [0.0, -0.9, -2.1], [1.0, 1.6, 0.4], [0.0, -0.2, 0.0], [-0.1, 0.0, -0.2], [1.9, -9.0, -2.2], [0.0, 0.3, 0.0], [0.0, 0.2, 0.3], [0.0, 0.3, 0.0], [-0.2, 0.1, -0.4], [-0.1, -0.2, 0.2], [0.1, 0.5, -0.7], [0.0, -0.2, 0.2], [-0.2, -0.1, 0.4], [0.0, -0.1, 0.3], [0.1, -0.2, -0.3], [0.0, 0.2, 0.2], [0.1, -0.7, -0.6], [0.0, 0.2, 0.2], [0.0, 0.2, 0.2], [0.0, 0.2, 0.2], [0.0, 0.3, 0.1], [0.0, -0.3, -0.2], [0.0, 0.8, 0.3], [0.0, -0.2, -0.1], [0.0, -0.3, -0.1], [0.0, -0.3, 0.0], [0.0, -0.3, -0.1], [-0.1, 0.3, 0.1], [0.1, -0.8, -0.1], [0.0, 0.3, 0.0], [0.0, 0.2, 0.1], [-0.1, 0.3, 0.0], [0.0, 0.3, 0.0], [0.0, -0.4, 0.0], [-0.1, 0.9, 0.1], [-0.1, -0.3, 0.0], [0.0, -0.3, 0.0], [0.0, -0.3, -0.1], [-0.1, -0.1, 0.0], [0.1, 0.1, -0.3], [-0.2, -0.3, 0.8], [0.1, 0.1, -0.2], [0.0, 0.1, -0.2], [0.4, 0.1, -0.4], [0.0, -0.2, -0.2], [0.0, 0.3, 0.3], [0.0, -0.6, -0.6], [-0.1, 0.1, 0.2], [0.0, 0.2, 0.2], [0.1, 0.2, 0.1], [0.2, 0.0, -0.3], [-0.1, -0.1, 0.3], [0.3, 0.2, -0.8], [-0.2, 0.0, 0.2], [0.0, 0.0, 0.3], [-0.1, -0.1, 0.2], [0.1, -0.1, 0.3], [-0.2, 0.1, -0.3], [0.0, -0.2, 1.1], [-0.1, 0.1, -0.2], [-0.1, 0.0, -0.3], [0.0, 0.1, -0.3], [-0.2, -0.2, -0.1], [0.3, 0.2, 0.2], [-0.7, -0.4, -0.5], [0.2, 0.2, 0.1], [0.2, 0.1, 0.2], [0.2, 0.1, 0.2], [0.0, 0.2, -0.2], [0.2, -0.2, 0.3], [0.3, 0.5, -1.1], [-0.1, -0.2, 0.2], [-0.1, -0.1, 0.3], [0.0, -0.1, 0.2]],
  "lowdin_charge": [-0.01, -0.34, -0.07, -0.24, -0.14, -0.18, -0.21, -0.20, -0.20, -0.20, -0.24, -0.38, 0.08, 0.24, 0.56, 0.66, -0.33, -0.33, 0.09, 0.09, 0.07, 0.14, 0.10, 0.11, 0.10, 0.09, 0.10, 0.09, 0.11, 0.06, 0.11, 0.11, 0.10, 0.13, 0.07, 0.11, 0.11, 0.02, 0.04, 0.05, 0.06, 0.07, 0.02, -0.06, -0.11, 0.13, 0.06, 0.02, 0.07, -0.08, -0.27, 0.13, 0.08, 0.03, 0.08, -0.06, -0.23, 0.16, 0.06, 0.09, 0.06, -0.06, -0.27, 0.13, 0.08, 0.08, 0.09, -0.07, -0.27, 0.14, 0.08, 0.09, 0.08, -0.07, -0.25, 0.13, 0.03, 0.09, 0.04, -0.09, -0.28, 0.12, 0.09, 0.08, 0.01, -0.09, -0.28, 0.13, 0.09, 0.07, 0.04, -0.07, -0.25, 0.13, 0.09, 0.08, 0.08, -0.06, -0.24, 0.14, 0.08, 0.08, 0.09, -0.10, -0.27, 0.13, 0.08, 0.06, 0.06, -0.05, -0.23, 0.15, 0.09, 0.09, 0.09]
}